## P
{
  "formula": "C6H8N4",
  "method": "ωB97M-V with the def2-TZVPD basis set",
  "gap_ev": [7.958, 8.276],
  "homo_ev": [-9.0649, -9.5599],
  "e_lumo_ev": [-1.11, -1.28],
  "multiplicity": 1,
  "species": ["C", "C", "C", "C", "C", "C", "N", "N", "N", "N", "H", "H", "H", "H", "H", "H", "H", "H"],
  "positions_angstrom": [[3.786, 0.688, -0.205], [2.779, -1.393, 0.105], [0.463, 0.023, 1.093], [0.070, 0.436, -0.381], [2.669, 0.006, 0.310], [-1.215, -0.349, -0.668], [4.702, 1.270, -0.577], [2.867, -2.511, -0.082], [1.806, 0.604, 1.239], [1.060, 0.130, -1.295], [-0.043, 0.514, 1.932], [0.364, -1.105, 0.986], [-0.296, 1.544, -0.578], [-1.142, -1.362, -0.530], [-1.572, -0.383, -1.625], [-2.139, -0.136, -0.195], [1.937, 1.589, 1.320], [1.253, -0.787, -1.613]]
}


## Q
{
  "formula": "C6H8N4",
  "method": "ωB97M-V with the def2-TZVPD basis set",
  "gap_ev": 9.642,
  "smiles": "c1c[nH]cn1.c1c[nH]cn1",
  "homo_ev": -8.7160,
  "e_lumo_ev": 0.93,
  "multiplicity": 1,
  "species": ["C", "C", "N", "C", "N", "H", "H", "H", "H", "C", "C", "N", "C", "N", "H", "H", "H", "H"],
  "positions_angstrom": [[-2.176, -4.538, 2.619], [-1.691, -5.855, 2.620], [-0.752, -5.998, 1.649], [-0.710, -4.789, 1.100], [-1.600, -3.862, 1.504], [-2.850, -3.961, 3.252], [-1.940, -6.793, 3.116], [-0.647, -6.836, 1.073], [-0.052, -4.621, 0.248], [0.441, 4.793, -2.585], [1.134, 5.962, -2.571], [2.042, 5.855, -1.521], [1.881, 4.645, -0.956], [0.970, 3.897, -1.544], [-0.404, 4.492, -3.205], [1.018, 6.822, -3.231], [2.830, 6.502, -1.430], [2.505, 4.284, -0.139]]
}


Q: What are the energies relative to the best structure? A: P 79.6; Q 0.0, in kcal/mol.


## P
{
  "formula": "C26H31NO4",
  "method": "ωB97M-V with the def2-TZVPD basis set",
  "gap_ev": 8.772,
  "smiles": "COc1ccc(C(OC[C@@H](O)CN[C@H](C)c2ccccc2)c2ccc(OC)cc2)cc1",
  "homo_ev": -8.0309,
  "e_lumo_ev": 0.74,
  "multiplicity": 1,
  "species": ["C", "O", "C", "C", "C", "C", "C", "O", "C", "C", "O", "C", "N", "C", "C", "C", "C", "C", "C", "C", "C", "C", "C", "C", "C", "O", "C", "C", "C", "C", "C", "H", "H", "H", "H", "H", "H", "H", "H", "H", "H", "H", "H", "H", "H", "H", "H", "H", "H", "H", "H", "H", "H", "H", "H", "H", "H", "H", "H", "H", "H", "H"],
  "positions_angstrom": [[5.395, 4.688, 1.911], [5.252, 3.362, 1.468], [4.103, 3.012, 0.820], [3.041, 3.871, 0.558], [1.924, 3.402, -0.111], [1.842, 2.084, -0.532], [0.587, 1.597, -1.225], [0.834, 0.341, -1.847], [0.237, 0.147, -3.101], [-1.302, 0.023, -3.106], [-1.725, -0.309, -4.407], [-1.825, -1.016, -2.099], [-1.312, -2.340, -2.430], [-0.283, -2.832, -1.528], [0.214, -4.185, -2.045], [-0.711, -2.979, -0.078], [0.244, -2.856, 0.925], [-0.098, -3.016, 2.255], [-1.409, -3.297, 2.605], [-2.368, -3.420, 1.616], [-2.020, -3.266, 0.285], [-0.515, 1.470, -0.192], [-1.678, 2.227, -0.248], [-2.682, 2.039, 0.678], [-2.548, 1.081, 1.684], [-3.608, 0.950, 2.530], [-3.541, -0.033, 3.535], [-1.375, 0.339, 1.759], [-0.373, 0.542, 0.829], [2.903, 1.229, -0.266], [4.021, 1.685, 0.399], [5.366, 5.397, 1.077], [4.623, 4.955, 2.641], [6.372, 4.735, 2.390], [3.070, 4.904, 0.868], [1.104, 4.077, -0.305], [0.292, 2.333, -1.988], [0.513, 0.957, -3.793], [0.659, -0.788, -3.480], [-1.754, 0.993, -2.877], [-1.515, -1.246, -4.528], [-1.545, -0.713, -1.086], [-2.917, -1.004, -2.165], [-2.064, -3.018, -2.486], [0.539, -2.110, -1.561], [1.050, -4.534, -1.444], [-0.583, -4.924, -1.990], [0.534, -4.093, -3.079], [1.267, -2.634, 0.655], [0.657, -2.918, 3.021], [-1.680, -3.420, 3.644], [-3.393, -3.642, 1.879], [-2.786, -3.370, -0.471], [-1.804, 2.966, -1.027], [-3.592, 2.617, 0.639], [-2.734, 0.173, 4.245], [-3.403, -1.032, 3.109], [-4.497, 0.012, 4.054], [-1.230, -0.404, 2.527], [0.531, -0.044, 0.883], [2.846, 0.205, -0.598], [4.853, 1.030, 0.606]]
}


## Q
{
  "formula": "C26H31NO4",
  "method": "ωB97M-V with the def2-TZVPD basis set",
  "gap_ev": 8.634,
  "smiles": "COc1ccc(CCN(C)Cc2ccc(OCc3ccccc3)c(OC)c2)cc1OC",
  "homo_ev": -7.9039,
  "e_lumo_ev": 0.73,
  "multiplicity": 1,
  "species": ["C", "O", "C", "C", "C", "C", "C", "C", "N", "C", "C", "C", "C", "C", "C", "O", "C", "C", "C", "C", "C", "C", "C", "C", "O", "C", "C", "C", "C", "O", "C", "H", "H", "H", "H", "H", "H", "H", "H", "H", "H", "H", "H", "H", "H", "H", "H", "H", "H", "H", "H", "H", "H", "H", "H", "H", "H", "H", "H", "H", "H", "H"],
  "positions_angstrom": [[0.121, 4.255, -0.235], [1.073, 3.645, -1.077], [1.829, 2.593, -0.638], [2.929, 2.301, -1.437], [3.773, 1.244, -1.157], [3.558, 0.457, -0.037], [4.479, -0.691, 0.283], [3.740, -1.918, 0.838], [2.514, -2.170, 0.108], [2.758, -2.773, -1.183], [1.512, -2.898, 0.859], [0.122, -2.674, 0.315], [-0.893, -3.577, 0.585], [-2.176, -3.325, 0.140], [-2.478, -2.195, -0.613], [-3.792, -2.079, -0.973], [-4.330, -0.815, -1.313], [-4.030, 0.276, -0.317], [-3.914, 1.594, -0.739], [-3.620, 2.598, 0.165], [-3.437, 2.295, 1.504], [-3.560, 0.985, 1.933], [-3.858, -0.019, 1.028], [-1.437, -1.308, -0.946], [-1.728, -0.262, -1.780], [-0.793, 0.782, -1.902], [-0.166, -1.545, -0.440], [2.469, 0.750, 0.772], [1.586, 1.780, 0.483], [0.457, 2.024, 1.234], [0.119, 1.120, 2.256], [-0.755, 3.621, -0.079], [-0.178, 5.164, -0.758], [0.551, 4.519, 0.733], [3.092, 2.926, -2.301], [4.606, 1.041, -1.813], [5.218, -0.373, 1.024], [5.027, -0.962, -0.621], [3.486, -1.734, 1.885], [4.422, -2.787, 0.816], [1.806, -2.949, -1.680], [3.348, -2.093, -1.794], [3.293, -3.734, -1.101], [1.529, -2.541, 1.896], [1.719, -3.984, 0.889], [-0.690, -4.469, 1.159], [-2.984, -4.003, 0.365], [-5.412, -0.996, -1.349], [-3.997, -0.509, -2.312], [-4.048, 1.831, -1.785], [-3.530, 3.619, -0.175], [-3.201, 3.080, 2.209], [-3.429, 0.741, 2.978], [-3.955, -1.039, 1.369], [-1.263, 1.526, -2.542], [-0.577, 1.227, -0.929], [0.140, 0.447, -2.367], [0.642, -0.863, -0.650], [2.291, 0.140, 1.640], [0.007, 0.101, 1.871], [-0.841, 1.465, 2.636], [0.855, 1.132, 3.067]]
}


Q: What are the energies relative to the best structure? A: P 0.0; Q 22.1, in kcal/mol.


## P
{
  "formula": "C2H7NO3",
  "method": "ωB97M-V with the def2-TZVPD basis set",
  "gap_ev": 10.146,
  "smiles": "CNC(=O)O.O",
  "homo_ev": -9.6261,
  "e_lumo_ev": 0.52,
  "multiplicity": 1,
  "species": ["C", "N", "C", "O", "O", "H", "H", "H", "H", "H", "O", "H", "H"],
  "positions_angstrom": [[0.983, 0.893, 1.429], [0.931, -0.451, 0.917], [0.740, -0.763, -0.395], [0.451, -1.889, -0.752], [0.859, 0.291, -1.204], [0.988, 0.836, 2.555], [1.765, 1.548, 1.072], [0.154, 1.529, 1.079], [0.373, -1.001, 1.541], [0.271, 0.169, -1.960], [-2.161, -0.221, -1.276], [-2.392, -1.149, -1.410], [-2.963, 0.208, -1.596]]
}


## Q
{
  "formula": "C2H7NO3",
  "method": "ωB97M-V with the def2-TZVPD basis set",
  "gap_ev": 9.330,
  "homo_ev": -9.5077,
  "e_lumo_ev": -0.18,
  "multiplicity": 1,
  "species": ["C", "C", "N", "O", "O", "O", "H", "H", "H", "H", "H", "H", "H"],
  "positions_angstrom": [[0.632, -0.471, 0.160], [-1.948, -0.303, -0.308], [0.713, 0.900, -0.110], [-0.965, -0.127, 0.687], [0.954, 1.675, 0.954], [2.400, 0.079, -0.430], [0.977, 1.115, 1.758], [2.462, 0.173, -1.392], [1.030, -0.887, 1.079], [0.435, -1.118, -0.683], [-2.929, -0.095, 0.129], [-1.806, 0.388, -1.149], [-1.954, -1.331, -0.696]]
}


## R
{
  "formula": "C2H7NO3",
  "method": "ωB97M-V with the def2-TZVPD basis set",
  "gap_ev": 9.852,
  "smiles": "O=CNO.CO",
  "homo_ev": -9.5708,
  "e_lumo_ev": 0.28,
  "multiplicity": 1,
  "species": ["O", "C", "N", "O", "H", "H", "H", "C", "O", "H", "H", "H", "H"],
  "positions_angstrom": [[1.053, 0.058, -1.044], [0.566, -0.863, -0.305], [0.916, -0.929, 1.041], [1.362, 0.275, 1.612], [0.430, -1.869, -0.720], [1.447, -1.726, 1.370], [1.737, 0.791, 0.872], [-1.605, 0.703, -0.325], [-0.883, 1.522, -1.083], [-2.633, 0.534, -0.665], [-1.543, 0.868, 0.759], [-0.970, -0.389, -0.314], [0.123, 1.026, -1.198]]
}


## S
{
  "formula": "C2H7NO3",
  "method": "ωB97M-V with the def2-TZVPD basis set",
  "gap_ev": 10.905,
  "smiles": "COC(N)(O)O",
  "homo_ev": -10.0961,
  "e_lumo_ev": 0.81,
  "multiplicity": 1,
  "species": ["C", "O", "C", "N", "O", "O", "H", "H", "H", "H", "H", "H", "H"],
  "positions_angstrom": [[-1.812, -0.081, -0.219], [-0.503, 0.638, 0.639], [0.620, 0.013, 0.248], [1.670, 0.954, -0.039], [0.279, -0.683, -1.007], [1.070, -0.966, 1.134], [-2.281, 0.864, -0.461], [-2.187, -0.602, 0.654], [-1.906, -0.723, -1.090], [2.569, 0.572, 0.226], [1.503, 1.802, 0.487], [0.563, -0.111, -1.733], [0.417, -1.676, 1.162]]
}


Q: What are the energies relative to the best structure? A: P 0.0; Q 158.4; R 96.9; S 51.5, in kcal/mol.


## P
{
  "formula": "C2H7NO3",
  "method": "ωB97M-V with the def2-TZVPD basis set",
  "gap_ev": 10.938,
  "smiles": "N[C@@H](CO)OO",
  "homo_ev": -10.1412,
  "e_lumo_ev": 0.80,
  "multiplicity": 1,
  "species": ["N", "C", "C", "O", "O", "O", "H", "H", "H", "H", "H", "H", "H"],
  "positions_angstrom": [[-0.064, -0.696, 1.446], [0.349, -0.295, 0.093], [-0.907, 0.153, -0.690], [-1.968, -0.795, -0.539], [1.338, 0.727, 0.217], [1.436, 1.413, -1.065], [-0.319, 0.167, 1.930], [0.776, -1.015, 1.928], [0.793, -1.171, -0.395], [-1.258, 1.129, -0.340], [-0.685, 0.243, -1.758], [-1.875, -1.119, 0.381], [2.384, 1.259, -1.208]]
}


## Q
{
  "formula": "C2H7NO3",
  "method": "ωB97M-V with the def2-TZVPD basis set",
  "gap_ev": 4.636,
  "homo_ev": -9.7425,
  "e_lumo_ev": -5.11,
  "multiplicity": 1,
  "species": ["C", "N", "C", "O", "O", "H", "H", "H", "H", "H", "H", "H", "O"],
  "positions_angstrom": [[-0.237, -0.542, 1.015], [0.521, 0.579, 0.441], [-0.066, 1.474, -0.384], [0.380, 2.453, -0.906], [2.378, -0.819, -0.454], [-1.047, -0.832, 0.278], [-0.776, -0.236, 1.892], [0.296, -1.440, 1.313], [1.599, 0.240, 0.124], [-1.279, 1.313, -0.256], [3.080, -0.690, -1.043], [-2.720, -0.917, -1.370], [-2.130, -0.582, -0.651]]
}


Q: What are the energies relative to the best structure? A: P 0.0; Q 131.4, in kcal/mol.


## P
{
  "formula": "C3H7N2O",
  "method": "ωB97M-V with the def2-TZVPD basis set",
  "gap_ev": 11.348,
  "homo_ev": -15.0560,
  "e_lumo_ev": -3.71,
  "total_charge": 1,
  "multiplicity": 1,
  "species": ["C", "C", "C", "N", "N", "O", "H", "H", "H", "H", "H", "H", "H"],
  "positions_angstrom": [[1.879, 0.087, -0.037], [-0.652, -1.072, -0.459], [-0.875, -0.206, 0.528], [2.213, -1.036, 0.121], [-1.139, 1.250, 0.146], [1.635, 1.200, -0.325], [-0.722, -0.904, -1.537], [-0.697, -2.181, -0.257], [-1.143, -0.358, 1.605], [2.966, -1.644, 0.350], [-1.683, 1.208, -0.721], [-0.310, 1.688, -0.180], [-1.472, 1.968, 0.766]]
}


## Q
{
  "formula": "C3H7N2O",
  "method": "ωB97M-V with the def2-TZVPD basis set",
  "gap_ev": 10.204,
  "homo_ev": -15.3064,
  "e_lumo_ev": -5.10,
  "total_charge": 1,
  "multiplicity": 1,
  "species": ["C", "C", "C", "N", "N", "O", "H", "H", "H", "H", "H", "H", "H"],
  "positions_angstrom": [[-1.228, 0.884, -0.455], [1.595, 1.182, 0.240], [-0.762, -1.465, 0.149], [-0.488, -0.094, -0.057], [1.325, -0.011, -0.007], [1.687, -1.103, -0.259], [-2.340, 0.771, -0.278], [-0.831, 1.830, -0.664], [2.676, 1.514, 0.397], [0.727, 1.830, 0.287], [-1.919, -1.491, 0.189], [-0.217, -2.094, -0.626], [-0.225, -1.753, 1.084]]
}


Q: What are the energies relative to the best structure? A: P 0.0; Q 92.0, in kcal/mol.


## P
{
  "formula": "C3H7N2O",
  "method": "ωB97M-V with the def2-TZVPD basis set",
  "gap_ev": 9.646,
  "smiles": "OC1=[NH+]CNC1",
  "homo_ev": -13.7989,
  "e_lumo_ev": -4.15,
  "total_charge": 1,
  "multiplicity": 1,
  "species": ["O", "C", "N", "C", "N", "C", "H", "H", "H", "H", "H", "H", "H"],
  "positions_angstrom": [[-2.293, -0.037, -0.120], [-0.988, -0.019, -0.138], [-0.281, -1.141, -0.111], [1.136, -0.919, 0.006], [1.247, 0.512, -0.120], [-0.082, 1.133, -0.066], [-2.763, 0.776, 0.085], [-0.662, -2.094, -0.133], [1.541, -1.165, 0.965], [1.635, -1.505, -0.773], [2.046, 0.894, 0.463], [-0.098, 1.876, -0.870], [-0.439, 1.689, 0.811]]
}


## Q
{
  "formula": "C3H7N2O",
  "method": "ωB97M-V with the def2-TZVPD basis set",
  "gap_ev": [7.932, 7.922],
  "homo_ev": [-12.7126, -12.7107],
  "e_lumo_ev": [-4.78, -4.79],
  "total_charge": 1,
  "multiplicity": 1,
  "species": ["C", "C", "C", "N", "N", "O", "H", "H", "H", "H", "H", "H", "H"],
  "positions_angstrom": [[-1.284, 0.110, 0.168], [0.491, -1.505, -0.159], [1.318, 0.958, 0.304], [-0.740, 1.076, -0.686], [-0.595, -1.004, 0.328], [0.579, 1.427, -0.673], [-2.298, 0.462, 0.486], [0.800, -1.231, -1.118], [0.869, -2.410, 0.130], [0.864, 0.526, 1.169], [2.326, 1.306, 0.151], [-1.212, 1.881, -1.096], [-1.118, -1.596, 0.995]]
}


## R
{
  "formula": "C3H7N2O",
  "method": "ωB97M-V with the def2-TZVPD basis set",
  "gap_ev": 9.125,
  "homo_ev": -14.5224,
  "e_lumo_ev": -5.40,
  "total_charge": 1,
  "multiplicity": 1,
  "species": ["C", "C", "C", "N", "N", "O", "H", "H", "H", "H", "H", "H", "H"],
  "positions_angstrom": [[0.313, -1.297, 0.003], [-0.319, -1.381, 1.153], [-0.934, -0.528, -0.247], [1.339, 0.834, -0.620], [-1.209, 0.735, -0.164], [-1.623, -1.257, 0.702], [1.325, -1.375, -0.158], [-0.175, -1.263, 2.226], [2.092, 0.708, -1.270], [1.584, 1.535, 0.114], [-1.603, 1.245, -1.017], [1.076, 1.332, -1.319], [-1.868, 0.711, 0.596]]
}


Q: What are the energies relative to the best structure? A: P 0.0; Q 114.2; R 130.4, in kcal/mol.